No. 1
A structure of composition C17H14BBeBr2CaCl3F20GaKN3O13S2 in a non-equilibrium geometry. Source: the OMol25 dataset; level of theory: ωB97M-V/def2-TZVPD.

Geometry as XYZ:
```
79
Properties=species:S:1:pos:R:3:forces:R:3
N -4.133 -0.651 1.441 6.2 -9.8 -1.9
C -3.392 -1.713 1.207 -1.9 5.4 -0.2
O -2.372 -2.722 0.769 -4.6 4.2 2.1
Ga -0.802 -2.477 1.818 1.7 0.3 0.5
Br -1.202 -3.496 4.032 -0.3 0.0 -0.4
Br -0.558 -0.093 2.205 -0.2 -0.9 -0.1
C 0.889 -3.414 1.059 0.5 -1.4 -0.2
C 1.538 -2.688 -0.259 0.2 -0.9 0.2
C 2.758 -1.605 0.115 -1.8 -2.9 0.8
F 2.517 -1.251 1.553 1.7 -0.4 -4.6
F 4.024 -2.386 -0.090 -3.2 3.1 0.9
C 2.567 -0.352 -0.926 -2.7 0.2 0.1
F 1.241 0.277 -0.565 4.2 -2.0 -1.3
F 2.378 -0.933 -2.273 1.0 2.1 3.9
C 3.672 0.843 -0.810 0.6 0.4 3.6
F 2.994 2.096 -0.328 2.5 -3.8 -2.2
F 4.573 0.463 0.346 -2.9 1.1 -4.0
C 4.666 1.050 -2.080 5.2 -1.7 2.6
F 5.897 1.737 -1.531 -4.5 -2.2 -1.9
F 5.202 -0.248 -2.638 -2.2 4.4 2.5
S 4.064 2.118 -3.476 1.4 -2.3 -6.4
F 2.406 1.853 -3.180 3.1 0.6 -0.1
F 4.130 0.698 -4.497 -0.9 3.5 1.9
F 5.725 2.405 -3.930 -3.5 -0.5 0.9
F 4.135 3.578 -2.586 -0.6 -0.6 -0.2
F 3.617 3.041 -4.850 0.5 -1.3 2.6
H 1.683 -3.643 1.921 -1.7 0.8 -1.9
H 0.527 -4.493 0.698 0.8 2.6 0.9
H 0.660 -2.198 -0.858 2.0 -0.7 1.0
H 2.023 -3.550 -0.922 -0.8 2.2 1.2
N -4.066 -6.533 4.026 -1.3 1.4 0.7
C -4.758 -5.379 3.764 1.0 -0.7 -0.8
C -5.487 -5.057 4.887 1.5 0.3 -2.3
C -5.221 -6.048 5.861 -0.1 -0.6 0.9
C -4.338 -6.945 5.304 -0.1 0.1 -0.2
H -3.450 -7.006 3.377 0.0 0.2 -0.1
H -4.673 -4.889 2.804 0.0 0.1 0.2
H -6.140 -4.200 4.992 6.3 0.0 -6.1
H -5.629 -6.101 6.863 0.2 -0.3 0.3
H -3.882 -7.840 5.706 -0.2 0.2 0.1
Be 3.283 5.072 -3.018 0.0 -1.1 -1.1
C 8.354 2.504 0.484 -0.8 -0.2 -1.1
F 8.313 3.587 -0.357 0.1 -0.8 0.8
F 7.070 2.335 0.937 1.0 0.2 -0.1
F 8.611 1.420 -0.317 -0.1 0.9 0.8
S 9.596 2.701 1.866 2.2 0.3 2.3
O 9.170 3.894 2.611 -0.3 -0.9 -1.2
O 10.897 2.868 1.204 -1.6 -0.2 -0.2
O 9.505 1.465 2.656 -0.6 0.8 -1.3
K 3.220 7.030 -1.342 0.2 1.8 0.9
C -1.259 -7.212 -0.165 0.0 0.0 -0.6
Cl -1.486 -7.087 1.588 0.1 0.0 0.1
Cl -2.671 -6.571 -1.022 0.2 -0.1 0.2
Cl 0.212 -6.359 -0.664 -0.3 -0.6 -0.1
H -1.149 -8.268 -0.424 0.0 0.4 0.1
C -7.177 1.547 -0.368 0.0 -0.7 -0.9
C -5.902 1.933 0.309 1.1 -0.7 -0.1
O -6.249 3.112 1.009 -1.2 0.4 0.2
C -7.599 3.074 1.207 -1.0 1.5 1.4
O -8.212 3.847 1.924 1.3 -1.7 -1.5
O -8.172 2.057 0.500 0.1 0.7 0.7
H -7.278 0.464 -0.479 -0.1 0.2 0.1
H -7.289 2.018 -1.350 0.0 0.0 0.1
H -5.566 1.180 1.029 0.0 0.1 -0.2
H -5.095 2.128 -0.404 -0.1 0.1 0.2
B 4.584 10.444 -4.752 0.3 0.8 -0.4
F 5.900 10.979 -4.446 -1.6 -0.8 -0.3
F 4.481 10.198 -6.181 0.0 0.1 1.6
F 4.388 9.197 -4.030 0.0 0.7 -0.3
F 3.566 11.401 -4.350 1.0 -1.2 -0.4
Ca -7.129 -4.350 6.043 -7.8 -0.6 5.9
C 1.711 8.384 -7.072 -0.4 1.0 -0.1
O 0.894 9.264 -7.295 -0.3 0.1 0.0
O 2.084 8.026 -5.949 0.3 -0.4 0.9
O 2.291 7.715 -7.935 0.5 -0.7 -0.7
N -9.921 -5.560 2.401 -0.8 -0.2 -2.7
O -9.336 -4.953 1.488 0.2 0.1 0.4
O -9.536 -5.437 3.575 1.0 0.3 2.7
O -10.891 -6.290 2.139 0.4 0.2 0.6
```
Positions in Å, forces in eV/Å.

total charge = -1
LUMO = -0.1472 hartree
E_HOMO = -5.735 eV
orbital gap = 1.729 eV

Atomic partial charges in e from the Löwdin method, atoms 1 to 6: N 0.07; C -0.28; O -0.28; Ga -0.22; Br 0.02; Br 0.17

No. 2
A cluster of 2 separate species, C3H6INOS in total in a non-equilibrium geometry. Source: the OMol25 dataset; level of theory: ωB97M-V/def2-TZVPD.

Geometry as XYZ:
```
13
Properties=species:S:1:pos:R:3:forces:R:3
C 1.070 -1.742 -0.948 1.5 -1.4 3.4
C -1.928 2.522 0.166 -2.7 1.8 1.4
C 1.126 -2.390 0.227 0.6 0.0 -0.4
N -1.643 1.474 0.741 1.0 -3.3 1.0
O 0.419 1.587 -0.861 0.5 0.3 -0.6
S -0.250 0.633 0.000 -1.3 0.5 0.9
I 0.894 0.544 2.147 0.2 0.1 0.3
H 0.386 -1.987 -1.624 -3.3 -1.2 -2.5
H 1.724 -1.064 -1.378 1.7 1.4 0.1
H -2.872 3.022 0.635 1.8 -0.3 -1.5
H -1.265 2.833 -0.587 0.3 1.4 -1.4
H 0.418 -3.181 0.509 0.1 0.5 -0.4
H 1.920 -2.252 0.970 -0.3 0.2 -0.4
```
Positions in Å, forces in eV/Å.

ΔE to the lowest compared entry with this formula, charge and spin = 70.5 kcal/mol
LUMO = -0.0269 hartree
E_HOMO = -9.556 eV
orbital gap = 8.826 eV

Atomic partial charges in e from the natural (NBO) method, atoms 1 to 6: C -0.41; C -0.07; C -0.37; N -0.60; O -0.92; S 1.27

No. 3
A structure of composition C21H36I2N4O4P2PdS2. Source: the OMol25 dataset; level of theory: ωB97M-V/def2-TZVPD.

Geometry as XYZ:
```
72
Properties=species:S:1:pos:R:3:forces:R:3
Pd -0.263 -0.118 0.249 -0.2 0.1 0.1
I -1.318 -5.280 0.120 0.0 0.0 0.0
C -1.816 -3.868 1.562 0.0 0.0 0.1
C -2.560 -4.254 2.685 0.0 -0.1 0.0
C -2.889 -3.360 3.665 0.0 0.1 0.0
I -4.004 -4.028 5.300 0.0 0.0 0.0
C -2.469 -2.009 3.561 0.0 0.0 0.0
C -2.721 -1.009 4.527 0.0 0.0 0.0
C -2.244 0.257 4.343 0.0 0.0 0.0
C -1.519 0.546 3.177 0.0 0.0 0.0
N -1.286 -0.348 2.251 0.0 0.0 0.0
C -1.731 -1.622 2.418 0.0 0.0 0.0
C -1.385 -2.560 1.374 0.0 0.1 -0.1
O -0.703 -2.185 0.345 0.0 0.0 0.0
H -2.874 -5.286 2.768 0.0 0.0 0.0
H -3.285 -1.264 5.414 0.0 0.0 0.0
H -2.413 1.033 5.076 0.0 0.0 0.0
H -1.116 1.538 3.011 0.0 0.0 0.0
C 2.943 -3.384 1.405 0.0 0.0 0.0
C 2.467 -2.914 0.050 0.1 0.0 0.0
C 2.591 -3.958 -1.035 0.0 0.0 0.0
O 3.306 -1.774 -0.347 -0.1 0.0 0.0
P 2.640 -0.342 -0.510 0.1 0.1 0.0
S 1.156 -0.339 -1.830 0.0 0.0 0.0
S 1.946 0.344 1.251 0.0 -0.1 0.0
O 3.839 0.520 -1.076 0.0 0.0 0.0
C 5.243 0.477 -0.681 0.0 0.0 0.0
C 5.963 -0.596 -1.472 0.0 0.0 0.0
C 5.431 0.343 0.818 0.0 0.0 0.0
H 2.339 -4.234 1.728 0.0 0.0 0.0
H 2.845 -2.589 2.144 0.0 0.0 0.0
H 3.988 -3.701 1.356 0.0 0.0 0.0
H 1.430 -2.581 0.111 0.0 0.0 0.0
H 3.627 -4.289 -1.133 0.0 0.0 0.0
H 2.253 -3.555 -1.989 0.0 0.0 0.0
H 1.968 -4.818 -0.785 0.0 0.0 0.0
H 5.601 1.457 -0.998 0.0 0.0 0.0
H 5.634 -1.588 -1.167 0.0 0.0 0.0
H 7.037 -0.514 -1.300 0.0 0.0 0.0
H 5.773 -0.475 -2.538 0.0 0.0 0.0
H 5.086 -0.628 1.174 0.0 0.0 0.0
H 4.895 1.124 1.355 0.0 0.0 0.0
H 6.494 0.432 1.046 0.0 0.0 0.0
C 0.292 3.003 -1.412 0.0 0.0 0.0
N -0.795 2.502 -0.581 -0.1 0.1 -0.1
C -0.877 3.163 0.719 0.0 -0.1 0.0
P -2.177 1.760 -1.163 0.1 -0.1 0.0
O -2.506 0.550 -0.352 0.1 0.1 -0.2
N -1.932 1.347 -2.736 0.0 0.0 0.1
C -1.869 -0.041 -3.179 0.0 0.0 0.0
C -1.903 2.327 -3.804 0.0 0.0 0.0
N -3.366 2.905 -1.055 0.0 0.0 0.1
C -4.749 2.463 -1.168 0.0 0.0 0.0
C -3.166 4.322 -1.279 0.0 0.0 0.0
H 0.173 4.074 -1.625 0.0 0.0 0.0
H 0.348 2.446 -2.341 0.0 0.0 0.0
H 1.236 2.854 -0.884 0.0 0.0 0.0
H -0.977 4.249 0.616 0.0 0.0 0.0
H 0.033 2.953 1.287 0.0 0.0 0.0
H -1.737 2.785 1.270 0.0 0.0 0.0
H -1.909 -0.708 -2.323 0.0 0.0 0.0
H -0.943 -0.225 -3.730 0.0 0.0 0.0
H -2.716 -0.259 -3.837 0.0 0.0 0.0
H -1.968 3.339 -3.407 0.0 0.0 0.0
H -2.740 2.175 -4.493 0.0 0.0 0.0
H -0.973 2.250 -4.376 0.0 0.0 0.0
H -4.817 1.406 -0.922 0.0 0.0 0.0
H -5.143 2.626 -2.177 0.0 0.0 0.0
H -5.372 3.019 -0.463 0.0 0.0 0.0
H -2.106 4.570 -1.273 0.0 0.0 0.0
H -3.657 4.903 -0.493 0.0 0.0 0.0
H -3.584 4.639 -2.242 0.0 0.0 0.0
```
Positions in Å, forces in eV/Å.

ΔE to the lowest compared entry with this formula, charge and spin = 2.9 kcal/mol
LUMO (spin up / spin down) = 0.0081 / -0.0195 hartree
2S+1 = 3
E_HOMO (spin up / spin down) = -7.211 / -7.190 eV
orbital gap (spin up / spin down) = 7.432 / 6.659 eV

Atomic partial charges in e from the Löwdin method, atoms 1 to 6: Pd 0.66; I 0.92; C -0.65; C -0.24; C -0.68; I 0.90

No. 4
The molecule C3H9NS in a non-equilibrium geometry. Source: the OMol25 dataset; level of theory: ωB97M-V/def2-TZVPD.

Geometry as XYZ:
```
14
Properties=species:S:1:pos:R:3:forces:R:3
C 2.013 -0.713 -0.118 0.8 -0.1 0.4
N 0.577 -0.906 -0.249 0.3 0.0 -0.5
C -0.129 0.394 -0.241 1.5 -0.3 0.8
C -1.542 0.209 0.227 -1.2 -0.2 -1.7
S -2.565 1.749 0.316 0.6 -0.4 0.1
H 2.230 -0.413 0.907 0.1 0.2 0.0
H 2.501 0.001 -0.801 -0.5 0.3 0.0
H 2.586 -1.627 -0.287 -0.4 -0.3 0.1
H 0.454 -1.368 -1.144 -0.4 0.0 0.1
H 0.430 0.985 0.494 -0.2 0.2 -0.1
H 0.025 0.869 -1.214 -0.6 0.4 0.0
H -2.061 -0.339 -0.571 0.1 -0.2 0.2
H -1.609 -0.436 1.097 0.1 0.4 0.3
H -2.910 1.593 1.585 -0.1 0.1 0.4
```
Positions in Å, forces in eV/Å.

ΔE to the lowest compared entry with this formula, charge and spin = 16.4 kcal/mol
LUMO = 0.0382 hartree
E_HOMO = -9.046 eV
orbital gap = 10.085 eV
SMILES = CNCCS

Atomic partial charges in e from the natural (NBO) method, atoms 1 to 6: C -0.42; N -0.62; C -0.24; C -0.51; S -0.06; H 0.19